This record from OMol25 describes a molecular structure, C4H4ClF. The level of theory is wB97M-V/def2-TZVPD.

```
10
Properties=species:S:1:pos:R:3:forces:R:3
C -0.231404 1.047911 0.714059 2.24 -3.16 -1.04
C 0.204335 -0.201768 1.043380 0.40 -1.61 1.34
C 0.747354 1.161211 -0.385596 2.85 -0.64 1.69
C 1.275614 -0.251145 0.078332 -0.18 0.53 0.02
F 1.687400 2.151002 -0.160270 0.06 0.32 -0.18
Cl 2.928122 -0.853546 0.247173 -1.53 0.69 -0.09
H -0.880184 1.723179 1.058873 -2.62 2.21 1.28
H -0.033710 -0.987407 1.810083 -0.08 1.11 -0.77
H 0.478641 1.192625 -1.373515 -1.03 0.32 -2.44
H 1.031339 -2.008973 -1.840370 -0.10 0.22 0.19
```
Forces are in eV/Å.

Values from the calculation:
HOMO-LUMO gap (spin up / spin down), eV: 7.67 / 10.12
Energy above the lowest of the compared OMol25 structures with the same formula, charge and spin, kcal/mol: 115.6
LUMO level (spin up / spin down), eV: -0.43 / -0.42